This record from the OMol25 dataset describes 9 unconnected molecules or ions with the total composition C20H60N4O11 at a distorted geometry. The level of theory is wB97M-V/def2-TZVPD.

Each line ends with the Mulliken charge.
Geometry (Å):
O -3.030 -0.424 -0.427  -0.42
H -2.014 -0.079 -0.621  0.29
H -3.365 -0.962 -1.142  0.45
H -3.319 -0.788 0.419  0.33
C -0.120 -0.046 -0.812  0.45
O -0.874 0.395 -1.751  -0.48
O 1.210 0.262 -0.982  0.41
O -0.431 -0.517 0.282  -0.89
H 1.223 0.457 -1.890  -0.25
C -0.099 -0.942 5.090  -2.03
C -0.154 -1.581 3.749  1.20
C -0.720 -3.030 3.734  -0.96
O 0.205 -3.905 4.332  -0.41
C -0.004 -5.318 4.057  -1.01
N -0.991 -0.706 2.883  -0.47
H -1.096 -1.042 5.443  0.41
H 0.316 0.024 4.943  0.53
H 0.533 -1.610 5.724  0.41
H 0.872 -1.570 3.475  0.10
H -0.878 -3.262 2.700  0.22
H -1.572 -3.063 4.190  0.82
H 0.732 -5.808 4.452  0.36
H -0.194 -5.548 3.108  0.38
H -0.902 -5.528 4.641  0.35
H -0.653 -0.962 2.055  0.36
H -0.630 0.234 3.189  -0.16
C 1.159 3.999 0.675  -1.39
C -0.263 3.471 0.762  1.85
C -0.659 2.693 1.951  0.62
O -0.945 3.489 3.073  -0.47
C -1.176 2.814 4.328  -0.53
N -1.179 4.590 0.812  -0.75
H 1.308 4.667 1.412  0.61
H 1.387 4.452 -0.358  0.09
H 1.838 3.144 0.843  0.08
H -0.404 2.654 -0.205  -0.70
H 0.112 1.945 2.323  -0.83
H -1.574 1.985 1.924  0.24
H -1.484 3.485 5.228  0.26
H -0.109 2.334 4.505  0.15
H -1.885 1.979 4.095  0.29
H -1.033 5.015 1.826  0.37
H -2.051 4.376 0.724  0.26
C -2.249 -2.724 -2.926  -0.67
C -3.734 -2.863 -2.734  -0.10
C -4.101 -3.680 -1.353  -1.13
O -3.567 -2.888 -0.346  -0.12
C -3.701 -3.599 0.925  -0.72
N -4.258 -1.524 -2.608  -0.65
H -1.865 -2.272 -4.069  0.21
H -1.730 -3.669 -2.907  0.46
H -1.819 -2.194 -2.099  -0.15
H -4.095 -3.382 -3.643  0.36
H -3.549 -4.645 -1.410  0.47
H -5.017 -3.873 -1.322  0.74
H -2.786 -3.241 1.618  0.00
H -3.829 -4.639 0.825  0.47
H -4.719 -3.349 1.367  0.30
H -5.374 -1.485 -2.702  0.25
H -4.044 -0.881 -3.364  0.25
C 4.812 -0.525 -1.235  -1.21
C 4.997 0.506 -2.262  0.46
C 4.222 1.846 -2.097  -1.24
O 3.148 1.695 -2.946  -0.30
C 2.299 2.769 -3.003  -0.48
N 6.442 0.803 -2.331  -0.82
H 4.944 -0.145 -0.213  0.20
H 5.388 -1.389 -1.433  0.55
H 3.700 -1.022 -1.152  0.03
H 4.877 0.252 -3.275  0.32
H 4.695 2.563 -2.426  1.12
H 4.043 2.069 -0.907  0.07
H 1.447 2.506 -3.059  0.05
H 2.394 3.338 -3.992  0.25
H 2.427 3.522 -2.157  0.25
H 6.523 1.432 -3.143  0.31
H 6.774 -0.174 -2.622  0.33
C 2.947 0.271 1.957  0.25
O 4.045 0.531 2.885  -0.61
H 2.022 0.338 2.204  -0.40
H 3.007 -0.712 1.541  0.32
H 3.097 0.982 1.163  0.07
H 4.947 0.237 2.506  0.32
C -2.786 3.201 -2.264  -0.37
O -2.584 2.155 -3.062  -0.57
H -2.812 2.945 -1.136  0.03
H -3.735 3.626 -2.593  0.35
H -1.928 3.960 -2.393  0.19
H -1.873 1.684 -2.702  0.30
C 0.628 -0.185 -4.734  -0.12
O 1.908 0.032 -5.012  -0.64
H 0.227 0.675 -4.104  -0.09
H 0.600 -1.014 -4.001  0.17
H 0.020 -0.279 -5.620  0.34
H 2.487 0.642 -4.395  0.48

Cartesian forces, eV/Å:
O 1.4 2.5 0.9
H -1.4 -0.6 0.2
H -1.1 -0.9 -1.8
H 0.8 0.0 0.1
C 1.3 1.9 0.3
O -0.5 -1.2 1.4
O -0.6 -1.2 1.5
O -0.4 -0.3 -0.9
H 0.8 0.8 -2.1
C 0.5 -2.8 0.8
C -1.2 -0.4 0.3
C 5.6 1.3 -2.3
O 0.9 -0.7 -0.6
C -4.5 5.1 2.9
N -0.3 0.8 5.6
H -0.9 0.9 0.9
H 0.2 1.0 0.6
H -0.2 0.9 -0.2
H 1.0 -0.5 -1.2
H 0.0 -0.4 -0.9
H -5.4 -0.1 2.9
H 4.5 -2.8 2.1
H -0.4 -0.6 -4.2
H -0.2 -0.7 -0.1
H 1.2 -0.1 -4.7
H -0.8 -1.1 -1.3
C 0.0 -2.8 -3.2
C -1.1 -1.5 -2.8
C -0.1 -4.5 3.5
O -0.5 2.1 1.5
C 2.3 -1.1 -0.8
N 7.0 4.0 1.7
H 0.7 2.6 2.5
H -0.5 -0.6 1.7
H 0.0 0.4 -0.2
H 0.0 2.6 2.4
H -0.1 0.6 -0.7
H 1.0 1.0 -1.2
H 0.5 -1.0 -2.1
H -2.1 0.6 0.5
H 0.2 0.6 0.8
H -0.6 -1.0 -3.0
H -6.6 -1.8 -0.6
C 1.7 0.4 -2.9
C -0.3 -1.2 0.0
C 9.2 1.9 -3.9
O -0.4 -1.5 2.0
C 0.3 3.3 1.5
N -4.2 1.1 0.0
H -1.5 -0.8 3.5
H -0.1 -0.6 0.0
H 0.4 0.8 0.1
H -0.4 -0.1 0.6
H -0.2 0.4 0.0
H -8.1 -1.2 0.7
H -2.3 -1.1 -1.5
H 0.9 -1.5 -0.5
H 1.3 0.4 -0.1
H 3.1 -0.5 0.7
H 0.8 -0.3 -0.2
C -4.4 -1.6 1.5
C 0.9 2.6 0.2
C -3.1 -7.8 5.7
O -1.3 -1.2 0.2
C 9.7 6.7 -0.4
N 0.9 -1.3 -0.2
H 0.5 0.0 -0.4
H 1.1 -0.8 0.0
H 2.3 1.6 -0.6
H -1.7 -1.2 -1.1
H 5.5 7.3 -3.0
H -0.3 -0.6 -2.7
H -11.5 -3.8 -0.1
H 0.5 -0.4 1.1
H -0.1 -1.1 -1.0
H 0.5 -0.6 0.4
H 0.3 2.2 0.3
C 7.4 -0.2 -2.5
O 0.6 -0.8 -0.1
H -5.7 1.0 3.3
H 0.4 -0.8 -0.4
H -0.2 0.2 -0.8
H -2.6 0.6 0.5
C 0.6 3.1 2.3
O -1.0 -1.8 -2.3
H -0.2 0.3 -1.5
H 0.1 0.5 0.5
H -1.3 -0.6 0.4
H 1.8 -1.6 0.5
C -2.1 1.2 3.8
O 5.7 2.1 -0.6
H -0.2 -0.7 -0.9
H -0.9 -0.4 -0.6
H -0.2 -0.4 -0.2
H -2.2 -1.9 -1.4

Net charge: 0
Calculated total energy: -1844.17032 Eh
LUMO level: 0.315 eV
Highest occupied orbital energy: -8.745 eV

***

This record from the OMol25 dataset describes 10 unconnected molecules or ions with the total composition C20H60O20 at a distorted geometry. The level of theory is wB97M-V/def2-TZVPD.

Each line ends with the Mulliken charge.
Geometry (Å):
O -0.341 -18.118 3.828  -0.52
C 0.463 -18.428 2.701  -0.57
C 1.233 -17.169 2.416  -0.45
O 2.209 -17.049 3.413  0.38
H -0.236 -18.846 4.432  0.42
H 1.128 -19.234 3.000  0.19
H -0.227 -18.867 1.953  0.34
H 0.473 -16.358 2.400  0.25
H 1.799 -17.130 1.491  0.39
H 1.851 -17.218 4.302  -0.12
O 0.560 -20.101 5.764  -0.33
C 0.461 -21.412 6.392  -0.31
C 1.492 -22.393 5.889  -0.57
O 2.794 -21.963 6.200  -0.38
H 1.235 -19.547 6.169  0.36
H 0.561 -21.394 7.484  0.28
H -0.479 -21.827 6.077  0.34
H 1.445 -22.578 4.824  0.29
H 1.345 -23.342 6.331  0.37
H 3.137 -21.304 5.620  0.23
O 8.100 -18.552 10.856  -0.54
C 7.926 -17.740 12.053  -0.49
C 6.480 -17.821 12.628  -0.24
O 6.169 -19.138 13.046  -0.53
H 7.504 -18.231 10.167  0.30
H 8.652 -18.068 12.832  0.30
H 8.244 -16.713 11.743  0.32
H 5.688 -17.572 11.864  0.18
H 6.331 -17.185 13.536  0.34
H 6.061 -19.750 12.315  0.31
O 6.767 -14.647 7.507  -0.61
C 6.266 -15.850 8.036  -0.23
C 7.244 -16.962 7.952  -0.09
O 6.465 -17.985 8.517  -0.54
H 6.764 -14.823 6.534  0.38
H 6.113 -15.669 9.089  0.31
H 5.367 -16.093 7.543  -0.08
H 8.198 -16.794 8.445  0.37
H 7.547 -17.246 6.945  0.31
H 6.855 -18.806 8.167  0.30
O 0.952 -15.760 6.688  -0.58
C -0.442 -15.439 6.382  -0.51
C -0.467 -14.552 5.121  -0.17
O 0.098 -13.203 5.462  -0.59
H 1.386 -14.843 6.831  0.30
H -0.962 -16.384 6.107  0.33
H -0.872 -14.849 7.192  0.36
H -1.451 -14.481 4.757  0.47
H 0.107 -14.959 4.302  -0.02
H 0.122 -12.595 4.702  0.30
O 6.512 -16.751 2.488  -0.70
C 6.641 -18.215 2.485  0.20
C 5.789 -18.822 1.461  -0.47
O 4.441 -18.362 1.719  -0.41
H 5.614 -16.469 2.437  0.44
H 7.725 -18.310 2.310  0.37
H 6.416 -18.631 3.528  -0.31
H 5.948 -19.924 1.587  0.35
H 5.949 -18.644 0.387  0.32
H 3.746 -18.989 1.547  0.22
O 6.269 -14.788 4.553  -0.68
C 4.814 -14.779 4.510  0.42
C 4.119 -14.293 3.236  -0.54
O 4.044 -15.318 2.247  -0.62
H 6.643 -15.498 3.982  0.44
H 4.475 -15.832 4.802  -0.53
H 4.483 -14.161 5.312  0.69
H 4.623 -13.411 2.866  0.44
H 3.166 -13.899 3.630  0.16
H 3.534 -16.046 2.654  0.18
O 8.063 -21.217 9.873  -0.54
C 7.956 -22.389 10.627  -0.54
C 7.225 -22.270 11.903  -0.50
O 5.864 -21.755 11.745  -0.56
H 8.046 -20.363 10.457  0.40
H 7.569 -23.128 9.984  0.52
H 8.947 -22.712 10.893  0.26
H 7.768 -21.600 12.596  0.29
H 7.130 -23.264 12.390  0.33
H 5.577 -21.863 10.838  0.32
O 4.015 -19.670 4.893  -0.68
C 4.537 -18.589 5.652  1.77
C 3.665 -18.486 6.948  -0.44
O 2.348 -18.312 6.503  -0.51
H 3.316 -19.287 4.272  0.20
H 5.571 -18.824 5.929  0.12
H 4.469 -17.600 5.073  -1.55
H 4.055 -17.611 7.513  0.21
H 3.740 -19.432 7.484  0.16
H 1.856 -17.501 6.612  0.01
O 7.399 -20.373 7.470  -0.63
C 6.485 -21.275 6.738  0.76
C 7.232 -22.003 5.624  -0.77
O 7.624 -21.077 4.647  -0.51
H 7.733 -20.837 8.307  0.48
H 6.166 -22.038 7.539  0.24
H 5.658 -20.686 6.357  -0.40
H 6.546 -22.717 5.165  0.38
H 8.083 -22.652 5.920  0.31
H 8.151 -20.432 5.133  0.33

Cartesian forces, eV/Å:
O -0.1 0.6 0.1
C -1.0 -0.9 -0.1
C -0.8 -0.1 -0.5
O 0.6 0.4 1.0
H -0.1 -0.7 0.9
H 0.5 -0.2 -0.2
H 0.6 0.7 -0.3
H 0.6 -0.1 0.1
H -0.2 -0.2 -0.4
H -0.2 0.2 -0.4
O -0.9 -1.5 0.0
C 0.4 0.4 -0.8
C 0.9 1.4 -0.8
O 0.3 -1.2 1.5
H 0.7 0.1 0.4
H -0.2 0.4 -0.1
H -0.8 0.1 0.2
H -0.4 0.2 -0.6
H -0.2 -1.0 0.8
H 0.1 1.0 -0.9
O 0.0 -0.4 1.2
C 0.0 0.6 -0.4
C -0.5 -0.3 -0.7
O 0.4 0.1 0.9
H -0.4 0.2 -0.2
H -0.5 -0.1 -0.7
H -0.6 -0.5 0.5
H 1.0 0.4 0.5
H 0.4 -0.3 -0.9
H -0.1 -0.1 -0.4
O 0.0 0.0 -1.4
C 1.8 1.9 0.4
C -0.1 -0.4 -0.6
O 0.7 -1.5 0.7
H 0.2 0.8 0.6
H -0.5 0.0 0.4
H -1.2 -0.6 -0.4
H 0.0 0.3 0.6
H -0.3 0.2 -0.5
H -0.4 -0.7 0.0
O 0.1 2.2 0.4
C 1.3 0.4 -1.7
C 1.5 1.3 0.8
O -0.6 -1.4 0.0
H -0.9 -2.3 -0.4
H 0.3 0.7 0.6
H -0.3 -0.4 0.2
H -1.5 0.4 -0.2
H 0.5 -0.4 0.0
H -0.2 -0.7 0.2
O 1.7 -1.3 0.5
C 1.1 2.4 1.7
C -1.4 -1.9 -1.0
O 0.5 0.3 0.5
H -1.6 0.2 -0.4
H -0.5 -0.6 -0.1
H 0.1 0.4 -1.5
H -0.6 0.5 0.0
H 0.7 0.5 0.5
H 0.1 -0.6 -0.3
O -0.6 0.0 -0.2
C 0.9 -1.9 0.0
C 0.3 -0.6 1.1
O -0.2 0.5 0.4
H -0.6 0.3 0.1
H 0.1 1.3 -0.7
H 0.1 0.7 0.7
H 0.4 0.0 -0.5
H -0.3 -0.5 -0.6
H 0.0 0.2 -0.1
O -0.3 2.5 1.0
C 1.1 0.4 0.3
C -1.7 0.1 1.0
O 1.0 0.1 0.5
H 0.2 -1.6 -1.1
H -0.8 -1.0 -0.8
H 0.7 -0.4 0.2
H -0.4 -0.1 -0.3
H 0.3 0.5 -0.3
H 0.1 -0.1 -0.3
O -1.1 0.7 -1.8
C -0.9 0.9 0.7
C 1.5 1.4 -1.2
O -1.0 -1.0 -0.5
H 1.4 -0.7 1.2
H -0.1 0.3 -0.3
H 0.3 -1.6 0.8
H -0.5 -0.8 0.1
H 0.0 0.2 0.3
H 0.4 1.1 0.7
O -0.2 -0.7 -0.2
C 1.5 -1.4 2.6
C -0.6 -0.5 0.1
O 0.3 0.3 -0.3
H -0.5 0.5 -1.1
H -0.1 1.0 -1.4
H 0.0 -0.3 0.0
H -0.2 0.2 -0.2
H -0.2 0.6 0.5
H 0.1 0.2 -0.2

Net charge: 0
Calculated total energy: -2302.64739 Eh
LUMO level: 0.440 eV
SMILES string: OCCO.OCCO.OCCO.OCCO.OCCO.OCCO.OCCO.OCCO.OCCO.OCCO
Highest occupied orbital energy: -9.833 eV

***

This record from the OMol25 dataset describes 10 unconnected molecules or ions with the total composition C20H60O20 at a distorted geometry. The level of theory is wB97M-V/def2-TZVPD.

Each line ends with the Mulliken charge.
Geometry (Å):
O -0.423 -0.362 -4.248  -0.48
C -1.422 -1.353 -4.465  0.13
C -2.669 -0.666 -5.022  -0.54
O -2.325 0.443 -5.844  -0.56
H 0.190 -0.709 -3.593  -0.15
H -1.021 -2.064 -5.197  0.32
H -1.686 -1.938 -3.580  0.16
H -3.344 -0.398 -4.205  0.18
H -3.137 -1.436 -5.644  0.40
H -1.409 0.603 -5.579  0.38
O -2.530 1.531 0.699  -0.46
C -3.388 0.502 1.227  -0.48
C -2.756 -0.125 2.462  -0.20
O -1.697 -0.981 2.095  -0.49
H -1.618 1.224 0.808  0.36
H -4.354 0.967 1.408  0.52
H -3.493 -0.276 0.460  0.16
H -3.452 -0.707 3.064  0.45
H -2.375 0.709 3.061  -0.06
H -0.862 -0.501 2.013  0.10
O -3.776 2.543 -3.177  -0.56
C -2.560 3.048 -3.750  -0.02
C -1.882 3.985 -2.756  -0.51
O -1.433 3.284 -1.613  -0.24
H -3.565 1.789 -2.621  0.30
H -1.921 2.193 -3.989  -0.21
H -2.805 3.543 -4.688  0.43
H -2.708 4.657 -2.479  0.29
H -1.109 4.565 -3.253  0.43
H -2.219 2.846 -1.261  0.08
O -2.630 -5.758 -0.305  -0.56
C -2.263 -4.812 0.647  -0.33
C -0.865 -4.946 1.163  -0.37
O 0.068 -4.383 0.227  -0.36
H -2.062 -5.672 -1.077  0.34
H -2.446 -3.769 0.353  0.06
H -2.910 -4.933 1.525  0.36
H -0.587 -5.990 1.362  0.39
H -0.733 -4.473 2.148  0.31
H 0.975 -4.575 0.487  0.18
O 3.127 -3.707 1.766  -0.52
C 2.346 -2.785 2.510  -0.01
C 2.853 -1.364 2.385  0.29
O 4.117 -1.210 3.004  -0.62
H 3.860 -3.990 2.319  0.27
H 1.325 -2.810 2.112  -0.31
H 2.299 -3.063 3.569  0.55
H 2.051 -0.728 2.785  -0.17
H 2.967 -1.105 1.331  0.08
H 3.972 -1.183 3.956  0.37
O 3.083 1.738 -1.395  -0.61
C 2.717 1.460 -2.756  -0.10
C 1.562 2.339 -3.166  0.14
O 1.810 3.716 -2.815  -0.61
H 3.708 1.060 -1.120  0.30
H 3.595 1.656 -3.378  0.49
H 2.461 0.395 -2.826  -0.08
H 0.633 1.998 -2.711  -0.30
H 1.562 2.437 -4.250  0.37
H 1.503 3.836 -1.911  0.36
O 1.020 -0.870 5.670  -0.55
C 0.787 0.462 6.174  -0.49
C 0.924 1.446 5.050  -0.31
O -0.161 1.149 4.161  -0.33
H 0.630 -0.795 4.788  0.29
H -0.235 0.520 6.566  0.22
H 1.465 0.648 7.005  0.43
H 1.866 1.276 4.513  0.19
H 0.913 2.488 5.386  0.37
H -0.128 1.761 3.412  -0.04
O 1.859 -2.344 -3.431  -0.50
C 2.331 -3.050 -2.296  0.40
C 3.738 -3.531 -2.402  -0.55
O 4.585 -2.466 -2.784  -0.53
H 2.525 -1.722 -3.743  0.27
H 2.149 -2.389 -1.441  -0.30
H 1.720 -3.932 -2.092  0.28
H 3.809 -4.371 -3.105  0.38
H 3.998 -3.961 -1.422  0.29
H 5.451 -2.824 -2.993  0.30
O 0.156 3.421 2.313  -0.61
C -1.176 3.996 2.394  0.01
C -1.227 5.029 3.479  -0.47
O -0.537 6.173 2.957  -0.54
H 0.673 4.218 2.134  0.30
H -1.377 4.504 1.446  0.23
H -1.907 3.199 2.500  0.18
H -0.691 4.673 4.367  0.23
H -2.258 5.253 3.765  0.38
H -0.546 6.859 3.631  0.30
O -1.386 -1.308 -0.595  -0.45
C -0.028 -0.894 -0.692  2.48
C 0.140 0.548 -0.303  0.40
O 0.244 0.831 1.119  0.15
H -1.590 -1.522 0.326  -0.08
H 0.581 -1.504 -0.014  -0.68
H 0.278 -0.990 -1.727  -1.27
H -0.658 1.163 -0.721  -0.02
H 1.086 0.843 -0.765  0.08
H 0.631 1.717 1.100  -0.06

Cartesian forces, eV/Å:
O -0.2 0.1 0.6
C 0.1 -0.3 -0.6
C 0.3 -0.6 -0.3
O 0.1 -0.5 0.4
H 0.2 -0.1 -0.2
H -0.1 0.0 -0.1
H 0.1 0.3 0.2
H 0.0 0.3 -0.1
H -0.4 0.2 0.1
H 0.0 0.5 -0.3
O -0.5 -0.1 0.3
C 0.5 -0.2 -0.5
C -0.1 0.9 -0.1
O 0.3 -0.8 0.1
H -0.2 0.1 0.1
H 0.0 0.0 0.2
H -0.2 0.1 0.1
H -0.2 0.0 -0.1
H -0.1 -0.2 0.3
H -0.1 0.4 0.3
O 0.0 0.2 -0.1
C 0.3 -0.7 0.4
C -1.5 0.0 -0.7
O 0.3 0.1 -0.1
H 0.0 -0.1 -0.1
H 0.2 0.2 0.0
H -0.1 0.2 0.1
H 0.4 0.3 0.2
H 0.4 -0.2 0.4
H 0.1 0.0 0.4
O -0.2 -0.3 -0.5
C -0.2 0.7 1.3
C 1.5 -0.2 0.5
O -0.3 0.1 -0.2
H 0.0 0.1 0.0
H 0.2 -0.1 -0.4
H -0.1 -0.3 -0.2
H -0.4 -0.1 -0.3
H -0.3 0.4 -0.2
H -0.1 -0.1 0.2
O -0.2 -0.3 0.0
C -0.2 0.3 -0.2
C -0.4 -0.4 0.0
O -0.1 0.3 0.1
H 0.1 0.1 -0.1
H 0.1 -0.1 0.0
H 0.0 0.0 0.0
H 0.4 0.3 0.2
H 0.1 0.0 0.0
H 0.0 0.0 0.0
O -0.3 0.0 0.0
C 0.8 -0.2 0.5
C 0.7 1.3 0.0
O -0.3 -0.4 0.3
H 0.1 0.0 0.0
H -0.1 0.0 -0.2
H -0.2 0.1 -0.3
H -0.2 0.0 -0.4
H -0.6 -0.8 -0.1
H 0.1 0.1 0.1
O 0.0 0.8 -0.1
C -0.2 -0.6 0.2
C 0.0 0.1 -0.6
O 0.0 0.2 0.2
H -0.1 -0.5 0.0
H 0.0 0.1 0.0
H 0.2 0.0 -0.1
H 0.1 0.1 0.2
H -0.2 -0.1 0.1
H 0.2 0.0 0.0
O -0.5 -0.3 -0.5
C -0.5 0.6 0.5
C 0.3 -0.7 0.3
O 0.0 0.2 0.1
H 0.3 -0.2 0.2
H 0.6 -0.2 0.2
H -0.3 0.1 -0.4
H -0.1 0.2 -0.2
H 0.1 0.3 0.0
H 0.0 0.1 0.0
O -0.6 0.6 -0.1
C 0.1 -0.1 -0.4
C 0.3 0.2 0.2
O -0.3 -0.1 0.2
H 0.5 -0.3 0.1
H -0.2 -0.1 0.0
H 0.1 -0.1 0.2
H -0.2 -0.2 0.0
H 0.0 0.1 -0.2
H 0.1 0.1 -0.1
O 0.1 -0.3 -0.7
C -1.2 0.1 1.5
C 1.0 0.3 -0.8
O -0.1 -0.5 -0.9
H 0.1 0.1 0.1
H 0.2 -0.2 -0.4
H 0.1 -0.3 0.0
H 0.1 -0.2 -0.3
H -0.1 0.3 0.2
H -0.1 0.1 0.7

Net charge: 0
Calculated total energy: -2302.65207 Eh
LUMO level: 0.309 eV
SMILES string: OCCO.OCCO.OCCO.OCCO.OCCO.OCCO.OCCO.OCCO.OCCO.OCCO
Highest occupied orbital energy: -9.651 eV

***

Question: The highest LUMO level belongs to which entry?
Answer: number 2